Density functional theory data (wB97M-V/def2-TZVPD) for C24H21AuN8O2S as an isolated structure.

Summary:
multiplicity = 3
relative energy (zero: lowest compared OMol25 entry of this formula, charge and spin) = 1.9 kJ/mol
Kohn-Sham gap (alpha / beta) = 7.954 / 6.162 eV
charge = +2
⟨S²⟩ = 2.0411
HOMO energy (alpha / beta) = -14.4 / -14.6 eV

Each line ends with the Löwdin spin population.
Element x y z (Å)
Au 0.58979 -0.93540 -0.88321  0.581
S -1.58339 1.44930 -1.29537  0.011
O -2.13450 0.13940 -1.45127  0.027
O -1.82160 2.48538 -2.24366  0.014
N -0.86583 -3.25389 2.41879  0.004
N -0.10553 -1.42791 1.14524  0.093
N -1.50602 -2.86406 4.58265  -0.001
N -0.59420 -1.11205 3.43123  0.007
N 0.12187 1.10467 -1.33835  0.387
N 0.37878 -3.06952 -0.92420  0.084
N 2.15657 -0.33538 -2.30266  0.100
N 0.38432 0.56165 2.22891  0.000
C -0.57405 -4.95110 0.17451  0.003
C -0.98915 -2.38592 3.46110  0.001
C 3.10205 1.58146 -3.39373  0.020
C 0.25630 -5.15158 -2.06045  0.004
C -2.42703 2.90110 2.89698  0.003
C 3.17973 -1.06816 -2.71480  0.021
C 0.87584 3.10484 -2.55048  0.173
C 4.21903 -0.54110 -3.48249  0.002
C -0.42651 -2.72395 1.31729  0.005
C 0.59850 -3.81296 -2.01115  0.007
C 2.11315 0.97948 -2.60648  0.065
C 2.96531 2.95531 -3.74247  0.233
C 0.97047 1.74788 -2.13808  0.095
C -2.92069 1.67524 2.44821  0.000
C 1.86750 3.68216 -3.32528  0.004
C -1.87083 2.00544 0.33044  0.004
C -0.20833 -3.61959 0.14943  0.006
C -2.73041 3.37693 4.28687  0.001
C -0.33573 -5.72951 -0.94862  -0.002
C -0.12727 -0.67042 2.27586  0.007
C 4.17746 0.78553 -3.82979  0.023
C -1.65402 3.67441 2.02548  0.000
C -1.38439 3.24227 0.74048  0.003
C -2.64461 1.21567 1.17318  0.002
H -1.03783 -5.34888 1.06486  0.001
H -1.56793 -2.27546 5.39603  0.000
H 1.77801 4.72341 -3.60213  -0.003
H 1.04570 -3.31437 -2.86078  0.002
H -0.61461 -6.77437 -0.95702  0.000
H -1.76992 -3.83279 4.63934  0.000
H -0.82196 3.87171 0.06195  0.000
H 0.59384 0.99619 1.34732  0.000
H -3.77974 3.21482 4.53119  0.000
H -3.54277 1.08042 3.10543  0.000
H 0.25867 1.15014 3.03636  0.000
H 0.44679 -5.72067 -2.95886  0.001
H -2.13809 2.82280 5.01822  0.000
H 0.03148 3.69448 -2.23198  0.005
H -3.03903 0.27358 0.81705  0.000
H -2.50685 4.43488 4.40565  0.000
H -1.28859 4.63967 2.35153  0.000
H 3.17896 -2.11196 -2.42751  0.002
H 4.95887 1.22527 -4.43672  0.000
H 3.73247 3.41862 -4.34960  0.010
H 5.02995 -1.18312 -3.79440  0.000

Cartesian forces (eV/Å) of the 6 atoms listed first:
Au 0.0 -0.1 0.2
S 0.1 0.0 0.1
O 0.0 0.0 0.0
O 0.0 0.0 0.0
N 0.0 0.0 0.0
N 0.1 0.0 -0.2